# 1
87
Properties=species:S:1:pos:R:3 method="wB97M-V/def2-TZVPD" multiplicity=1 homo_energy_ev=-11.77 gap_ha=0.19908 charge=+1
C 8.92 1.51 6.30
C 8.99 1.90 4.73
F 9.47 0.84 3.89
C 7.62 2.56 4.26
C 7.42 4.09 4.60
C 8.48 4.98 5.39
O 8.08 5.51 6.47
O 9.82 5.21 5.02
C 6.10 4.81 4.15
C 5.03 3.96 3.36
P 3.45 4.84 2.76
O 2.17 4.36 3.47
N 5.24 2.55 3.11
C 6.46 1.85 3.52
P 6.52 0.00 3.10
O 7.72 -0.28 1.87
Cl 7.10 -1.00 4.90
H 9.60 2.23 6.88
H 9.31 0.45 6.43
H 7.87 1.67 6.74
H 9.79 2.74 4.66
H 10.00 4.78 4.16
H 5.93 5.91 4.38
H 3.28 4.65 1.33
H 3.63 6.27 2.92
H 4.51 2.01 2.60
H 7.99 0.64 1.62
C -4.37 5.09 1.31
O -3.54 3.96 1.59
C -2.23 4.25 1.67
O -1.73 5.34 1.53
O -1.57 3.11 1.94
C -0.16 3.26 2.05
H -5.40 4.74 1.26
H -4.29 5.83 2.10
H -4.11 5.53 0.34
H 0.09 3.93 2.88
H 0.27 3.63 1.12
H 0.27 2.28 2.27
C 2.54 -2.88 -1.22
O 1.98 -2.36 -0.02
C 0.96 -1.50 -0.20
O 0.51 -1.16 -1.27
O 0.53 -1.10 1.00
C -0.55 -0.17 0.96
H 3.35 -3.56 -0.95
H 1.79 -3.44 -1.79
H 2.95 -2.07 -1.83
H -1.43 -0.63 0.48
H -0.26 0.74 0.44
H -0.82 0.08 1.99
C -1.67 4.31 -1.90
O -1.93 3.13 -2.65
C -3.23 2.95 -2.95
O -4.13 3.68 -2.64
O -3.33 1.81 -3.65
C -4.67 1.48 -4.04
H -0.59 4.36 -1.71
H -1.96 5.20 -2.46
H -2.18 4.28 -0.94
H -5.08 2.26 -4.69
H -5.30 1.34 -3.16
H -4.63 0.54 -4.60
C -8.97 -2.24 -3.97
O -8.14 -3.37 -3.69
C -6.83 -3.08 -3.61
O -6.33 -1.99 -3.75
O -6.17 -4.23 -3.35
C -4.76 -4.07 -3.24
H -10.00 -2.59 -4.01
H -8.89 -1.50 -3.18
H -8.71 -1.80 -4.94
H -4.51 -3.40 -2.41
H -4.34 -3.71 -4.18
H -4.34 -5.06 -3.03
C -2.99 -10.57 -5.32
O -3.54 -10.05 -4.11
C -4.56 -9.19 -4.30
O -5.01 -8.84 -5.36
O -4.98 -8.78 -3.09
C -6.07 -7.85 -3.13
H -2.18 -11.25 -5.05
H -3.74 -11.12 -5.88
H -2.57 -9.76 -5.93
H -6.94 -8.30 -3.60
H -5.77 -6.94 -3.65
H -6.33 -7.60 -2.10


# 2
79
Properties=species:S:1:pos:R:3 method="wB97M-V/def2-TZVPD" multiplicity=1 homo_energy_ev=-12.86 gap_ha=0.35300 charge=+1
C -4.71 1.88 -4.20
C -4.27 0.50 -4.63
O -3.29 -0.08 -3.73
C -3.82 -0.53 -2.57
O -4.67 -1.39 -2.53
C -3.24 0.09 -1.32
C -2.95 -1.00 -0.28
C -2.22 -0.40 0.92
N -1.48 -1.43 1.71
C -0.12 -1.19 1.90
N 0.77 -1.95 1.21
N 0.32 -0.24 2.68
C -0.51 0.71 3.44
C 0.14 1.10 4.77
C 0.03 2.55 5.20
O 0.62 2.93 6.16
O -0.82 3.36 4.52
O 1.68 -0.14 2.80
C 2.20 0.98 2.03
C 3.61 1.27 2.50
C 3.77 1.23 4.03
C 4.22 2.53 1.86
C 3.36 3.80 1.67
C 2.53 4.22 2.90
C 2.54 3.78 0.38
H -5.63 2.12 -4.73
H -4.94 1.92 -3.13
H -3.97 2.64 -4.45
H -5.13 -0.16 -4.71
H -3.80 0.53 -5.61
H -2.33 0.64 -1.56
H -3.96 0.80 -0.93
H -2.38 -1.81 -0.73
H -3.91 -1.38 0.05
H -1.51 0.36 0.57
H -2.92 0.13 1.56
H -1.95 -1.68 2.56
H 0.29 -2.74 0.81
H 1.56 -2.28 1.76
H -0.68 1.58 2.79
H -1.49 0.27 3.60
H -0.39 0.55 5.56
H 1.18 0.81 4.81
H -0.53 3.49 3.61
H 2.22 0.67 0.98
H 1.52 1.83 2.09
H 4.19 0.42 2.14
H 3.61 0.21 4.39
H 3.08 1.89 4.56
H 4.79 1.49 4.29
H 4.64 2.28 0.89
H 5.07 2.81 2.49
H 4.08 4.61 1.53
H 1.72 4.87 2.56
H 2.07 3.38 3.42
H 3.11 4.81 3.60
H 2.12 4.76 0.18
H 3.19 3.51 -0.45
H 1.73 3.05 0.40
C 4.74 -3.52 -1.36
C 3.36 -3.55 -0.73
O 3.60 -3.03 0.57
C 4.69 -2.22 0.49
O 5.02 -1.45 1.33
O 5.33 -2.41 -0.68
F 2.85 -4.80 -0.62
H 5.29 -4.43 -1.13
H 4.73 -3.36 -2.43
H 2.62 -2.92 -1.24
C -3.46 -3.30 -5.37
C -4.53 -2.98 -6.39
O -4.57 -4.15 -7.17
C -4.16 -5.19 -6.39
O -4.30 -6.33 -6.66
O -3.58 -4.72 -5.26
F -4.19 -1.92 -7.17
H -2.46 -3.05 -5.75
H -3.62 -2.82 -4.41
H -5.52 -2.80 -5.96


# 3
68
Properties=species:S:1:pos:R:3 method="wB97M-V/def2-TZVPD" smiles="CCCCCC(=O)N1C[C@]2(CC)CN(C(=O)CCCCC)C[C@](CC)(C1)C2=O" multiplicity=1 homo_energy_ev=-8.83 gap_ha=0.34768 relative_energy_kcal_mol=0.5
C -4.01 -3.97 -0.27
C -3.63 -2.49 -0.17
C -3.23 -2.06 1.24
C -2.00 -2.77 1.81
C -0.70 -2.43 1.08
C -0.15 -1.08 1.51
O -0.79 -0.28 2.17
N 1.14 -0.81 1.15
C 1.78 0.36 1.71
C 2.39 1.27 0.63
C 3.16 2.45 1.26
C 2.30 3.45 2.03
C 1.31 1.78 -0.35
N 0.70 0.71 -1.08
C -0.63 0.42 -1.15
O -1.02 -0.60 -1.69
C -1.58 1.44 -0.54
C -3.01 1.21 -1.03
C -4.05 1.92 -0.16
C -3.94 3.44 -0.14
C -4.16 4.09 -1.50
C 1.63 -0.17 -1.76
C 2.67 -0.78 -0.80
C 3.70 -1.62 -1.56
C 3.15 -2.88 -2.22
C 1.98 -1.61 0.30
C 3.36 0.40 -0.14
O 4.55 0.62 -0.23
H -4.77 -4.22 0.47
H -4.40 -4.19 -1.26
H -3.14 -4.60 -0.10
H -2.83 -2.27 -0.87
H -4.50 -1.89 -0.47
H -4.07 -2.25 1.92
H -3.04 -0.98 1.25
H -1.90 -2.48 2.86
H -2.16 -3.85 1.78
H 0.04 -3.20 1.31
H -0.87 -2.41 0.01
H 1.01 0.90 2.27
H 2.57 0.05 2.39
H 3.70 2.97 0.47
H 3.91 2.03 1.94
H 1.61 3.97 1.37
H 1.72 2.96 2.81
H 2.94 4.19 2.50
H 0.56 2.31 0.23
H 1.78 2.48 -1.05
H -1.26 2.45 -0.80
H -1.55 1.32 0.54
H -3.21 0.14 -1.01
H -3.10 1.54 -2.07
H -5.05 1.65 -0.53
H -3.97 1.55 0.86
H -2.96 3.74 0.24
H -4.69 3.83 0.56
H -3.38 3.80 -2.20
H -5.12 3.78 -1.91
H -4.16 5.17 -1.42
H 1.04 -0.95 -2.23
H 2.16 0.40 -2.54
H 4.15 -0.98 -2.32
H 4.50 -1.89 -0.87
H 2.80 -3.60 -1.48
H 3.95 -3.36 -2.79
H 2.34 -2.65 -2.90
H 1.38 -2.38 -0.18
H 2.76 -2.10 0.90


# 4
77
Properties=species:S:1:pos:R:3 method="wB97M-V/def2-TZVPD" multiplicity=1 homo_energy_ev=-11.09 gap_ha=0.25661 charge=+1
C -1.78 2.80 2.06
C -2.91 3.08 1.04
C -3.57 1.79 0.51
O -2.56 0.72 0.50
C -2.45 0.09 -0.67
C -3.11 -1.10 -0.86
C -2.95 -1.75 -2.08
C -3.70 -3.05 -2.26
O -3.54 -3.91 -1.41
O -4.53 -3.24 -3.31
C -2.15 -1.22 -3.09
C -1.89 -1.89 -4.43
C -1.36 -3.34 -4.36
C 0.16 -3.45 -4.16
S 0.79 -2.55 -2.72
C 2.26 -1.70 -3.24
S 2.93 -1.83 -4.71
N 2.86 -0.83 -2.28
C 3.05 -1.46 -0.95
C 1.95 -1.19 0.10
C 2.19 0.47 -2.21
C 2.41 1.30 -3.50
C -1.54 -0.02 -2.83
N -1.71 0.61 -1.66
N -1.11 1.83 -1.41
H -0.82 2.66 1.55
H -1.99 1.97 2.74
H -1.65 3.68 2.70
H -3.63 3.77 1.49
H -2.44 3.55 0.16
H -3.94 1.95 -0.51
H -4.41 1.46 1.12
H -3.71 -1.54 -0.08
H -4.39 -4.17 -3.57
H -1.11 -1.30 -4.94
H -2.79 -1.78 -5.06
H -1.58 -3.80 -5.33
H -1.85 -3.97 -3.61
H 0.71 -3.20 -5.08
H 0.38 -4.51 -3.98
H 3.11 -2.55 -1.09
H 4.02 -1.14 -0.53
H 0.97 -1.61 -0.18
H 2.25 -1.75 1.00
H 1.88 -0.15 0.41
H 2.67 1.03 -1.41
H 1.10 0.36 -2.04
H 3.40 1.12 -3.92
H 2.26 2.37 -3.31
H 1.71 0.96 -4.28
H -0.90 0.48 -3.55
H -0.72 1.85 -0.47
H -0.43 2.08 -2.12
C -4.79 1.70 5.58
O -4.63 3.07 5.21
C -4.77 3.93 6.23
O -5.00 3.63 7.37
O -4.60 5.16 5.76
C -4.71 6.19 6.75
H -4.66 1.11 4.68
H -4.04 1.41 6.31
H -5.79 1.52 5.98
H -3.95 6.07 7.52
H -5.71 6.19 7.19
H -4.56 7.14 6.24
C 8.55 -1.31 3.39
O 7.38 -1.71 2.68
C 7.61 -2.09 1.42
O 8.68 -2.11 0.87
O 6.44 -2.44 0.87
C 6.54 -2.87 -0.49
H 8.24 -1.03 4.39
H 9.26 -2.13 3.46
H 9.02 -0.45 2.91
H 7.17 -3.76 -0.57
H 6.92 -2.07 -1.12
H 5.54 -3.13 -0.82


# 5
73
Properties=species:S:1:pos:R:3 method="wB97M-V/def2-TZVPD" multiplicity=5 homo_energy_ev="-7.52 / -11.06" gap_ha="0.18826 / 0.21423" relative_energy_kcal_mol=0.0 charge=+1 s_squared=6.03
O -1.41 -1.50 -4.44
H -1.38 -2.41 -4.77
Rh -1.63 0.90 -0.98
N -2.43 2.69 -1.17
N -2.94 0.66 -2.44
O -1.94 3.92 -0.69
O -3.30 -0.55 -3.01
C -3.51 2.84 -1.94
C -3.82 1.65 -2.65
C -4.25 4.12 -1.95
C -5.04 1.46 -3.47
H -3.60 4.97 -1.75
H -5.03 4.10 -1.18
H -4.74 4.26 -2.92
H -5.31 0.40 -3.55
H -4.90 1.85 -4.48
H -5.88 1.99 -3.00
H -1.24 3.71 -0.04
H -2.55 -0.83 -3.65
O -3.06 -0.13 0.48
H -3.61 0.55 0.94
H -3.68 -0.71 -0.01
C -0.13 -0.87 -4.55
H 0.53 -1.21 -3.75
H -0.28 0.21 -4.48
H 0.33 -1.10 -5.52
O 0.04 1.69 -2.38
H -0.22 2.57 -2.72
H 0.88 1.84 -1.89
C 2.91 0.86 4.55
C 2.60 2.13 3.74
C 2.19 3.23 4.72
C 3.87 2.57 3.01
C 1.49 1.83 2.72
C 0.28 2.54 2.67
C -0.65 2.26 1.66
N -0.39 1.34 0.72
C 0.69 0.52 0.85
C 1.69 0.81 1.79
C 0.61 -0.72 0.07
C 1.45 -1.82 0.28
C 1.09 -3.08 -0.19
C -0.05 -3.17 -1.00
C -0.81 -2.03 -1.27
N -0.49 -0.85 -0.73
C 1.88 -4.31 0.29
C 1.30 -5.60 -0.29
C 3.36 -4.19 -0.15
C 1.84 -4.39 1.82
H 3.68 1.07 5.31
H 3.28 0.05 3.91
H 2.01 0.50 5.07
H 3.01 3.42 5.42
H 1.98 4.17 4.20
H 1.32 2.94 5.31
H 4.24 1.78 2.35
H 3.67 3.46 2.40
H 4.66 2.81 3.73
H 0.03 3.31 3.40
H -1.63 2.75 1.65
H 2.60 0.22 1.78
H 2.34 -1.67 0.89
H -0.39 -4.11 -1.43
H -1.71 -2.08 -1.89
H 1.35 -5.61 -1.38
H 1.87 -6.47 0.08
H 0.26 -5.73 0.03
H 3.83 -3.29 0.26
H 3.92 -5.07 0.21
H 3.44 -4.16 -1.24
H 2.27 -3.50 2.29
H 0.80 -4.50 2.17
H 2.40 -5.27 2.17


# 6
68
Properties=species:S:1:pos:R:3 method="wB97M-V/def2-TZVPD" multiplicity=3 homo_energy_ev="-7.05 / -7.05" gap_ha="0.08933 / 0.08978" relative_energy_kcal_mol=111.4 charge=+1 s_squared=2.01
Au -0.92 -1.55 -6.28
C -0.80 -2.20 1.17
C 0.46 -2.41 0.56
C 0.63 -0.60 1.98
C -0.70 -1.07 2.02
C 1.36 -1.43 1.07
C -2.00 -3.04 0.99
H -1.98 -3.57 0.02
H -2.92 -2.44 1.03
H -2.07 -3.81 1.78
C -1.78 -0.50 2.85
H -2.77 -0.83 2.51
H -1.76 0.60 2.82
H -1.68 -0.80 3.91
C 1.19 0.50 2.79
H 1.39 0.16 3.82
H 0.49 1.34 2.85
H 2.13 0.86 2.37
C 2.80 -1.33 0.77
H 3.39 -1.98 1.43
H 3.16 -0.30 0.90
H 3.01 -1.64 -0.27
C 0.80 -3.50 -0.38
H 1.06 -4.43 0.15
H 1.66 -3.23 -1.00
H -0.04 -3.72 -1.04
C -1.75 0.08 -7.21
C -0.91 -0.66 -8.14
C 0.49 -0.24 -8.54
C 1.53 -0.54 -7.42
C 0.87 -0.66 -6.00
C 0.84 0.72 -5.46
C 0.08 1.72 -6.27
C -1.40 1.45 -6.67
H 0.56 0.81 -8.90
H 2.32 0.22 -7.42
H 0.78 -0.84 -9.42
H -1.67 2.23 -7.41
H -2.83 -0.08 -7.34
H -1.47 -1.22 -8.91
H -2.04 1.66 -5.80
H 0.07 2.69 -5.73
H 1.90 1.07 -5.44
H 0.66 1.91 -7.19
H 2.02 -1.50 -7.63
H 1.44 -1.36 -5.37
P -1.41 1.65 -1.58
C -2.81 2.72 -1.26
C -1.85 -0.09 -1.51
P 1.19 1.66 -3.44
C -0.55 2.14 -3.09
C 1.60 0.24 -2.41
C 2.25 3.05 -3.06
H -2.50 3.56 -0.63
H -3.59 2.14 -0.73
H -3.22 3.09 -2.21
H -0.97 -0.74 -1.46
H -2.44 -0.36 -2.39
H -2.45 -0.27 -0.61
H 2.27 3.76 -3.89
H 3.26 2.66 -2.87
H 1.84 3.51 -2.15
H -0.58 3.25 -3.14
H -1.16 1.75 -3.92
H 1.46 0.51 -1.36
H 2.66 -0.01 -2.56
H 1.00 -0.64 -2.66
Cl -0.10 2.08 -0.05


Copy entry 5 word for word.
73
Properties=species:S:1:pos:R:3 method="wB97M-V/def2-TZVPD" multiplicity=5 homo_energy_ev="-7.52 / -11.06" gap_ha="0.18826 / 0.21423" relative_energy_kcal_mol=0.0 charge=+1 s_squared=6.03
O -1.41 -1.50 -4.44
H -1.38 -2.41 -4.77
Rh -1.63 0.90 -0.98
N -2.43 2.69 -1.17
N -2.94 0.66 -2.44
O -1.94 3.92 -0.69
O -3.30 -0.55 -3.01
C -3.51 2.84 -1.94
C -3.82 1.65 -2.65
C -4.25 4.12 -1.95
C -5.04 1.46 -3.47
H -3.60 4.97 -1.75
H -5.03 4.10 -1.18
H -4.74 4.26 -2.92
H -5.31 0.40 -3.55
H -4.90 1.85 -4.48
H -5.88 1.99 -3.00
H -1.24 3.71 -0.04
H -2.55 -0.83 -3.65
O -3.06 -0.13 0.48
H -3.61 0.55 0.94
H -3.68 -0.71 -0.01
C -0.13 -0.87 -4.55
H 0.53 -1.21 -3.75
H -0.28 0.21 -4.48
H 0.33 -1.10 -5.52
O 0.04 1.69 -2.38
H -0.22 2.57 -2.72
H 0.88 1.84 -1.89
C 2.91 0.86 4.55
C 2.60 2.13 3.74
C 2.19 3.23 4.72
C 3.87 2.57 3.01
C 1.49 1.83 2.72
C 0.28 2.54 2.67
C -0.65 2.26 1.66
N -0.39 1.34 0.72
C 0.69 0.52 0.85
C 1.69 0.81 1.79
C 0.61 -0.72 0.07
C 1.45 -1.82 0.28
C 1.09 -3.08 -0.19
C -0.05 -3.17 -1.00
C -0.81 -2.03 -1.27
N -0.49 -0.85 -0.73
C 1.88 -4.31 0.29
C 1.30 -5.60 -0.29
C 3.36 -4.19 -0.15
C 1.84 -4.39 1.82
H 3.68 1.07 5.31
H 3.28 0.05 3.91
H 2.01 0.50 5.07
H 3.01 3.42 5.42
H 1.98 4.17 4.20
H 1.32 2.94 5.31
H 4.24 1.78 2.35
H 3.67 3.46 2.40
H 4.66 2.81 3.73
H 0.03 3.31 3.40
H -1.63 2.75 1.65
H 2.60 0.22 1.78
H 2.34 -1.67 0.89
H -0.39 -4.11 -1.43
H -1.71 -2.08 -1.89
H 1.35 -5.61 -1.38
H 1.87 -6.47 0.08
H 0.26 -5.73 0.03
H 3.83 -3.29 0.26
H 3.92 -5.07 0.21
H 3.44 -4.16 -1.24
H 2.27 -3.50 2.29
H 0.80 -4.50 2.17
H 2.40 -5.27 2.17